Record 1
A 2-piece molecular cluster, C3H7O3P overall in a non-equilibrium geometry. Source: the OMol25 dataset; level of theory: ωB97M-V with the def2-TZVPD basis set.

The HOMO-LUMO gap (alpha / beta) is 6.78 / 6.78 eV. Its total energy is -685.50162 a.u. The value obtained for the energy above the lowest of the compared OMol25 structures with the same formula, charge and spin is 76.6 kcal/mol. The calculation puts the lowest unoccupied orbital energy (alpha / beta) at -1.308 / -1.307 eV.

Each line ends with the Mulliken charge.
Positions of all 14 atoms, in Å:
C: 3.734313 0.345294 -0.190066  0.06
C: -1.279959 1.848885 0.212050  -0.06
C: -2.116963 -1.729917 0.120131  -0.92
O: 4.517769 -0.162179 0.554756  -0.40
O: 0.052057 -0.387036 -0.876683  -0.59
O: -1.522690 0.775307 0.819389  -0.13
P: -0.600757 -0.679285 0.409836  0.25
H: 2.680741 0.026895 -0.260209  0.14
H: -0.768942 1.812908 -0.746132  0.25
H: 4.003819 1.176925 -0.870941  0.20
H: -1.538429 2.790066 0.673605  0.28
H: -1.755814 -2.662844 -0.308290  0.31
H: -2.629627 -1.918887 1.056905  0.33
H: -2.775519 -1.236136 -0.594356  0.28

Cartesian forces (eV/Å) of the 6 atoms listed first:
C -0.5568 0.2223 -0.4004
C -0.1119 -1.0026 0.2479
C 0.3417 0.6860 -0.1694
O 0.3558 -0.1227 0.2499
O 0.4394 0.5980 -1.5170
O -0.4984 2.0852 -0.2648

***

Record 2
C3H7O3Pb as an isolated structure in a non-equilibrium geometry. Source: the OMol25 dataset; level of theory: ωB97M-V with the def2-TZVPD basis set.

The HOMO-LUMO gap is 7.60 eV. Its total energy is -536.64941 a.u. The value obtained for the energy above the lowest of the compared OMol25 structures with the same formula, charge and spin is 28.6 kcal/mol. As for the charge: +1. The calculation puts the lowest unoccupied orbital energy at -5.528 eV.

Each line ends with the Mulliken charge.
Positions of all 14 atoms, in Å:
O: -0.622718 -1.408223 0.300329  -0.52
C: -0.692825 -0.560548 1.395427  -0.37
C: 0.043235 0.735255 1.127254  -0.26
O: 0.785419 1.248622 2.223677  -0.38
C: 1.644419 0.698593 1.298676  -0.39
Pb: -0.552536 -0.969521 -1.580208  1.12
H: -0.246590 -1.038241 2.291896  0.33
H: -1.741360 -0.314904 1.656417  0.22
H: -0.568249 1.567493 0.756358  0.51
H: -0.904981 0.441575 -3.900521  0.33
H: 2.348976 1.416903 0.871230  0.31
H: 2.040030 -0.311194 1.444112  0.24
O: -0.777741 -0.453729 -3.564021  -0.48
H: -0.755081 -1.052081 -4.320627  0.33

Cartesian forces (eV/Å) of the 6 atoms listed first:
O -0.7026 -0.6904 3.1779
C -0.0466 0.3264 1.7546
C 2.0469 0.5649 0.8124
O -0.2583 -0.4143 1.4337
C -1.7452 0.1890 -1.4529
Pb 1.7326 -1.9623 2.6200

***

Record 3
C3H7O3Sr as an isolated structure in a non-equilibrium geometry. Source: the OMol25 dataset; level of theory: ωB97M-V with the def2-TZVPD basis set.

The HOMO-LUMO gap is 8.19 eV. Its total energy is -374.71267 a.u. The value obtained for the energy above the lowest of the compared OMol25 structures with the same formula, charge and spin is 0.0 kcal/mol. As for the charge: +1. The calculation puts the lowest unoccupied orbital energy at -4.489 eV.

Each line ends with the Mulliken charge.
Positions of all 14 atoms, in Å:
O: -0.395079 2.143046 0.524434  -0.70
C: -1.146231 1.715612 -0.344282  0.09
C: -1.128144 0.279299 -0.724396  -0.38
O: -0.200460 -0.386119 0.100969  -0.51
C: -0.186473 -1.811223 -0.028897  -0.74
Sr: 1.232244 0.953951 1.435003  1.97
H: -1.986178 2.327037 -0.711297  0.40
H: -2.144205 -0.126744 -0.576275  0.40
H: 0.830805 -2.147661 0.189765  0.27
H: -0.884448 -2.241266 0.700529  0.31
H: -0.467745 -2.097030 -1.050226  0.31
O: 3.363205 0.943973 1.315185  -1.05
H: -0.830152 0.184537 -1.808927  0.38
H: 3.942858 0.262590 0.978413  0.23

Cartesian forces (eV/Å) of the 6 atoms listed first:
O -2.1047 1.2705 -2.0785
C -0.5709 0.3228 1.2916
C 0.1652 -0.3931 -0.9863
O -0.2173 -0.0556 -0.4386
C -0.1750 -0.4966 -0.0500
Sr 2.3903 -0.6501 2.4069

***

Record 4
A 2-piece molecular cluster, C3H7O4S overall in a non-equilibrium geometry. Source: the OMol25 dataset; level of theory: ωB97M-V with the def2-TZVPD basis set.

The HOMO-LUMO gap is 5.15 eV. Its total energy is -817.66536 a.u. The value obtained for the energy above the lowest of the compared OMol25 structures with the same formula, charge and spin is 27.2 kcal/mol. As for the charge: -1. The calculation puts the lowest unoccupied orbital energy at 3.481 eV.

Each line ends with the Mulliken charge.
Positions of all 15 atoms, in Å:
C: -2.082662 -0.709730 -0.112304  -1.04
C: -0.670892 -0.330482 0.464108  -0.12
C: -0.100101 0.927836 -0.176710  0.42
O: 2.028109 -1.746345 0.139561  -0.69
O: 3.299471 0.370434 0.825710  -0.50
O: -0.461218 0.999193 -1.480078  -0.47
O: 0.401381 1.892320 0.295622  -0.60
S: 2.745267 -0.572716 -0.494996  -0.05
H: -1.927988 -0.829618 -1.182163  0.28
H: -2.558288 0.257175 0.014783  0.26
H: -2.549160 -1.520202 0.474191  0.34
H: -0.612291 -0.136623 1.527496  0.31
H: 0.142083 -1.163328 0.327542  0.23
H: -0.074442 1.931261 -1.795470  0.30
H: 2.420727 0.630824 1.172703  0.32

Cartesian forces (eV/Å) of the 6 atoms listed first:
C 1.8572 1.3183 0.9634
C 1.9490 -1.3441 -0.4243
C -1.8181 -1.3949 -1.3680
O -0.6189 -1.2219 0.5276
O -0.9870 0.0273 0.1445
O 0.9825 2.5488 -1.8251